Record 1
Molecular formula: C31H40ClF17N2O7S
Method: DFT, the ωB97M-V functional and the def2-TZVPD basis

Geometry as XYZ:
```
99
Properties=species:S:1:pos:R:3
C 4.2768 1.0664 4.4163
C 5.0584 1.2612 3.1330
Cl 4.9242 -0.2395 2.1552
C 4.6581 2.4785 2.2768
C 3.1996 2.8250 2.2906
C 2.6150 3.6001 3.2513
C 1.2094 3.8592 3.2975
O 0.7546 4.6839 4.3121
C 0.3367 3.3705 2.3667
C -1.1579 3.5056 2.3931
C -1.7589 3.1561 3.7537
C -3.2468 2.8972 3.6649
F -3.9061 4.0810 3.5122
F -3.5848 2.1298 2.5982
C -3.8591 2.2371 4.9418
F -3.2271 2.7420 6.0287
F -5.1627 2.5630 5.0226
C -3.8490 0.6739 5.0835
F -4.5365 0.1254 4.0657
F -4.4841 0.4151 6.2415
C -2.4502 -0.0024 5.1423
F -1.7108 0.6074 6.0902
F -1.8586 0.1609 3.9336
C -2.4514 -1.5315 5.4315
F -2.8450 -2.1792 4.3214
F -3.3092 -1.7954 6.4325
C -1.0757 -2.1203 5.8995
F -1.2738 -3.4573 5.9893
F -0.7943 -1.6252 7.1160
C 0.1527 -1.9118 4.9792
F 0.5576 -0.6285 5.0864
F -0.1991 -2.1629 3.7087
C 1.3529 -2.8432 5.3360
F 1.4542 -3.0116 6.6597
F 1.1838 -4.0406 4.7735
F 2.4811 -2.2955 4.8808
C 0.9377 2.6414 1.3002
N 0.2834 2.1506 0.2345
S 1.3613 1.4075 -0.6797
N 2.6832 1.6363 0.1869
C 2.3312 2.3561 1.2642
H 4.2877 1.9840 5.0072
H 4.7074 0.2632 5.0075
H 3.2369 0.8268 4.1986
H 6.1135 1.3616 3.3762
H 4.9365 2.2456 1.2506
H 5.2553 3.3340 2.5911
H 3.2246 4.0452 4.0273
H 0.8251 4.2159 5.1505
H -1.5321 2.7929 1.6613
H -1.4785 4.4964 2.0724
H -1.2534 2.2859 4.1570
H -1.6285 3.9674 4.4673
C -1.5584 -0.8159 -0.3835
O -2.0062 -1.4687 -1.5500
C -2.2067 -2.8560 -1.3517
C -3.0438 -3.4353 -2.4678
O -4.4287 -3.1567 -2.3544
C -4.8553 -1.8659 -2.7606
C -4.9864 -1.7050 -4.2574
O -3.7182 -1.5141 -4.8612
C -3.7444 -1.7547 -6.2485
H -0.5827 -1.2061 -0.0671
H -1.4577 0.2419 -0.6159
H -2.2732 -0.9286 0.4392
H -2.7082 -3.0326 -0.3917
H -1.2343 -3.3697 -1.3343
H -2.9648 -4.5230 -2.4103
H -2.6547 -3.1142 -3.4368
H -4.2106 -1.0860 -2.3499
H -5.8513 -1.7495 -2.3287
H -5.6228 -0.8336 -4.4665
H -5.4730 -2.5962 -4.6726
H -4.0404 -2.7875 -6.4668
H -2.7385 -1.5875 -6.6289
H -4.4338 -1.0737 -6.7617
C 5.6650 1.1900 -5.9938
O 4.3367 0.7594 -6.1754
C 4.1021 0.2603 -7.4799
C 2.8601 -0.5998 -7.5141
O 3.0546 -1.9105 -7.0096
C 3.0456 -2.0629 -5.5997
C 1.6611 -2.1079 -4.9964
O 1.1076 -0.8089 -4.9052
C -0.2974 -0.8390 -4.7676
H 5.9207 2.0061 -6.6802
H 5.7549 1.5494 -4.9707
H 6.3730 0.3666 -6.1449
H 4.9588 -0.3358 -7.8177
H 3.9708 1.1027 -8.1738
H 2.5869 -0.7383 -8.5624
H 2.0340 -0.0964 -7.0072
H 3.6479 -1.2924 -5.1134
H 3.5156 -3.0314 -5.4168
H 1.7268 -2.5494 -3.9912
H 1.0209 -2.7503 -5.6139
H -0.7659 -1.3161 -5.6373
H -0.6459 0.1896 -4.7007
H -0.6051 -1.3715 -3.8602
```

* HOMO: -0.3294 Eh
* net charge: 0
* LUMO: -0.60 eV
* total energy: -119661.2538 eV

Record 2
Molecular formula: C31H40FN7O3S4SbTi
Method: DFT, the ωB97M-V functional and the def2-TZVPD basis

Geometry as XYZ:
```
88
Properties=species:S:1:pos:R:3
Ti 1.5672 0.9586 2.0735
C 5.9874 -1.8733 3.7600
S 5.6897 -0.3057 4.5872
C 4.2235 0.2746 3.8444
S 3.3894 -0.6665 2.6712
N 3.8792 1.4507 4.3118
N 2.7305 1.9234 3.7653
C 2.3327 3.0740 4.1629
C 1.0939 3.6011 3.5921
C 0.5800 4.8370 3.9520
C -0.5926 5.2768 3.3571
C -1.2224 4.4656 2.4266
C -0.6493 3.2422 2.1189
N 0.4863 2.8237 2.6761
H 6.9210 -2.2418 4.1833
H 6.1038 -1.7356 2.6882
H 5.1925 -2.5860 3.9620
H 2.9063 3.6522 4.8809
H 1.0989 5.4379 4.6866
H -1.0090 6.2404 3.6191
H -2.1333 4.7678 1.9303
H -1.0878 2.5862 1.3771
F -3.6713 -2.1861 -0.8254
C -2.4347 -1.9579 -1.3578
C -1.4859 -1.3465 -0.5807
C -0.2213 -1.0522 -1.1443
C 0.7636 -0.3691 -0.4138
O 0.5390 -0.0935 0.8714
C 1.9607 0.0347 -1.0786
C 2.1727 -0.3715 -2.3534
N 1.2841 -1.1511 -3.0392
C 1.5572 -1.4959 -4.4067
C 1.7542 -2.9427 -4.7527
C 2.9220 -1.9992 -4.7524
C 0.0223 -1.4226 -2.4998
C -0.9633 -2.0395 -3.2449
C -2.2169 -2.3276 -2.6763
N -3.2428 -2.9231 -3.4890
C -4.3394 -2.0154 -3.7807
C -5.2065 -2.5917 -4.8806
N -5.7049 -3.9456 -4.4412
C -4.5619 -4.8679 -4.0978
C -3.7211 -4.2140 -3.0210
C 2.9482 1.0000 -0.5047
O 4.0363 1.1839 -0.9962
O 2.4766 1.7071 0.5158
H -1.7062 -1.0495 0.4333
H 3.0680 -0.0768 -2.8797
H 1.0480 -0.8698 -5.1332
H 1.3701 -3.2955 -5.6997
H 1.6881 -3.6457 -3.9337
H 3.3402 -1.6895 -5.6989
H 3.6378 -2.0962 -3.9484
H -0.7907 -2.3274 -4.2712
H -3.9339 -1.0652 -4.1255
H -4.9571 -1.8060 -2.8912
H -4.6319 -2.7583 -5.7900
H -6.0750 -1.9718 -5.0947
H -6.2895 -4.3605 -5.1660
H -6.2920 -3.8266 -3.6123
H -3.9945 -5.0091 -5.0160
H -4.9887 -5.8146 -3.7721
H -2.8657 -4.8575 -2.8188
H -4.3051 -4.1390 -2.0920
C 0.7299 -2.3689 4.6464
Sb -0.0115 -0.4459 4.1290
C -1.9805 -1.0230 3.5393
C -0.4546 0.2622 6.0911
H 0.0070 -2.8988 5.2649
H 1.6675 -2.2543 5.1876
H 0.9254 -2.9324 3.7358
H -2.4986 -1.4956 4.3725
H -1.9051 -1.7302 2.7145
H -2.5459 -0.1532 3.2076
H -1.0113 -0.4979 6.6372
H -1.0510 1.1719 6.0325
H 0.4704 0.4820 6.6221
S -0.7927 2.6933 -1.3267
C 0.1108 4.0588 -1.0737
N 1.2951 4.1407 -0.4674
C 2.0237 5.3909 -0.6223
C 0.9558 6.4699 -0.7361
S -0.4137 5.6499 -1.6060
H 1.7762 3.2902 -0.1615
H 2.6377 5.3538 -1.5268
H 2.6774 5.5520 0.2339
H 1.2984 7.3298 -1.3056
H 0.6122 6.7979 0.2447
```

* 2S+1: 3
* HOMO (spin up / spin down): -0.2558 / -0.3554 Eh
* net charge: +1
* LUMO (spin up / spin down): -2.76 / -2.76 eV
* energy above the lowest of the compared OMol25 structures with the same formula, charge and spin: 1.9 kcal per mole
* total energy: -125076.8628 eV

Record 3
Molecular formula: C31H40N5OOsS3
Method: DFT, the ωB97M-V functional and the def2-TZVPD basis

Geometry as XYZ:
```
81
Properties=species:S:1:pos:R:3
Os 0.2844 0.7084 0.6011
C 4.7768 2.7018 -0.7167
C 4.7383 1.7329 0.4137
C 5.7652 1.4684 1.2758
C 5.5546 0.5059 2.2856
N 4.4199 -0.1639 2.4003
C 3.4218 0.1150 1.5646
S 1.9389 -0.7272 1.6741
N 3.5835 1.0563 0.6004
C 6.6067 0.2306 3.3054
H 5.7672 3.1379 -0.8144
H 4.0510 3.5002 -0.5527
H 4.5124 2.1985 -1.6479
H 6.7090 1.9827 1.1811
H 2.7814 1.2445 -0.0051
H 7.6058 0.2968 2.8782
H 6.4460 -0.7457 3.7539
H 6.5301 0.9823 4.0944
O -1.2934 -1.0016 0.3245
S -1.2933 -2.1118 1.3755
C -2.7866 -3.0381 1.0369
C -3.6201 -2.6342 0.0097
C -4.8036 -3.3271 -0.2030
C -5.1375 -4.3990 0.6081
C -4.2896 -4.7920 1.6358
C -3.1074 -4.1082 1.8596
C -0.0870 -3.3060 0.8314
C 0.5329 -4.0937 1.7867
C 1.4744 -5.0242 1.3747
C 1.8003 -5.1281 0.0304
C 1.1877 -4.3093 -0.9097
C 0.2294 -3.3938 -0.5139
H -3.3443 -1.7872 -0.6013
H -5.4701 -3.0222 -0.9983
H -6.0660 -4.9266 0.4469
H -4.5548 -5.6283 2.2664
H -2.4446 -4.4095 2.6598
H 0.2991 -3.9730 2.8362
H 1.9611 -5.6564 2.1047
H 2.5375 -5.8520 -0.2874
H 1.4597 -4.3836 -1.9535
H -0.2613 -2.7498 -1.2294
C -2.7152 1.0778 2.3224
C -1.5838 1.9912 2.7855
C -1.7327 2.2732 4.2823
C -0.1933 1.4130 2.5204
H -3.6872 1.5485 2.4802
H -2.7043 0.1461 2.8960
H -2.6250 0.8224 1.2663
H -1.6629 2.9453 2.2524
H -1.7936 1.3363 4.8391
H -2.6368 2.8471 4.4897
H -0.8831 2.8370 4.6669
H -0.0508 0.5614 3.1996
H 0.5655 2.1581 2.7790
N -0.3743 2.0652 -0.2511
C -0.8825 2.9591 -1.1655
C -2.1456 3.5225 -0.9708
C -2.6350 4.4392 -1.8861
C -1.8970 4.7776 -3.0104
C -0.6565 4.1875 -3.2223
C -0.1434 3.2884 -2.3058
H -2.7231 3.2345 -0.1045
H -3.6057 4.8864 -1.7217
H -2.2792 5.5051 -3.7120
H -0.0809 4.4432 -4.1018
H 0.8390 2.8528 -2.4319
C -2.3190 0.0508 -3.3214
N -1.1073 -0.0501 -2.5270
C 0.1648 0.0755 -2.8793
S 1.3876 -0.1967 -1.6993
N 0.5659 0.3518 -4.1233
C -0.1738 0.9182 -5.2412
H -3.1071 -0.4560 -2.7685
H -2.2034 -0.4502 -4.2791
H -2.6252 1.0866 -3.4749
H -1.2401 -0.1412 -1.5232
H 1.5644 0.2773 -4.2393
H -0.9661 1.5712 -4.8864
H -0.5893 0.1509 -5.8948
H 0.5202 1.5232 -5.8210
```

* HOMO (spin up / spin down): -0.3541 / -0.3536 Eh
* net charge: +1
* LUMO (spin up / spin down): -2.75 / -2.74 eV
* energy above the lowest of the compared OMol25 structures with the same formula, charge and spin: 45.4 kcal per mole
* total energy: -77261.0262 eV

Number 1: molecular weight 943.15 g/mol. Number 2: molecular weight 875.60 g/mol. Number 3: molecular weight 785.13 g/mol.